Entry 1:
{
  "formula": "C6H10N2O2",
  "method": "wB97M-V/def2-TZVPD",
  "homo_lumo_gap_ha": 0.3778,
  "e_tot_ev": -13457.2018,
  "smiles": "CNC1(C#N)CC(=O)C1.O",
  "lumo_energy_ev": 0.4,
  "symbols": ["C", "N", "C", "C", "N", "C", "C", "O", "C", "H", "H", "H", "H", "H", "H", "H", "H", "O", "H", "H"],
  "positions_angstrom": [[-0.36346, -2.95473, -1.20355], [0.62458, -2.23127, -1.98471], [1.12100, -1.00338, -1.40696], [0.03527, 0.00868, -1.39688], [-0.67633, 0.85216, -1.81150], [1.88566, -1.11320, -0.03109], [3.17111, -0.84263, -0.79203], [4.33172, -0.86987, -0.48532], [2.44384, -0.53855, -2.09075], [-0.03913, -3.17511, -0.17010], [-1.29955, -2.38012, -1.15491], [-0.58077, -3.90703, -1.70209], [1.40401, -2.83417, -2.22877], [1.66953, -0.32411, 0.70267], [1.82101, -2.09225, 0.46195], [2.74584, -1.12600, -2.96854], [2.47516, 0.52929, -2.34381], [-1.38278, 0.96729, 0.77075], [-1.55361, 1.44926, -0.17773], [-0.47101, 1.07771, 1.06293]],
  "forces_ev_per_a": [[-0.3, -0.1, 0.2], [0.2, -0.1, -0.1], [-0.2, -0.2, 0.9], [-1.3, 2.3, -3.1], [2.0, -2.4, 1.4], [-0.1, -0.2, 0.2], [0.8, 0.0, 0.3], [-0.7, 0.0, -0.2], [-0.1, 0.2, -0.3], [-0.1, 0.1, -0.2], [0.3, -0.1, 0.0], [0.0, 0.3, 0.1], [-0.1, 0.1, 0.0], [0.0, -0.2, -0.2], [0.0, 0.3, -0.1], [-0.1, 0.2, 0.2], [0.0, -0.3, 0.1], [-1.4, 1.4, -2.2], [1.2, -1.7, 3.7], [-0.2, 0.5, -0.5]],
  "mulliken_charge": [-0.856, -0.469, 1.790, -0.312, -0.675, -0.666, 0.404, -0.548, -1.031, 0.287, 0.270, 0.364, 0.302, 0.251, 0.283, 0.307, 0.336, -0.709, 0.384, 0.289]
}

***

Entry 2:
{
  "formula": "C6H10N2O2",
  "method": "wB97M-V/def2-TZVPD",
  "homo_lumo_gap_ha": 0.3219,
  "e_tot_ev": -13453.1385,
  "smiles": "CCC(=C=NC(C)=O)[NH2+][O-]",
  "lumo_energy_ev": 0.1,
  "symbols": ["C", "C", "C", "C", "N", "C", "C", "O", "N", "O", "H", "H", "H", "H", "H", "H", "H", "H", "H", "H"],
  "positions_angstrom": [[2.61051, -0.68368, 0.54048], [1.69577, -0.78511, -0.70774], [0.31775, -0.42231, -0.41620], [-0.82771, -1.03350, -0.50179], [-1.93734, -0.89031, -0.08437], [-3.23044, -1.06111, -0.43860], [-4.08605, 0.11215, -0.03759], [-3.75163, -2.08051, -0.77959], [0.02096, 1.05233, -0.17307], [-1.19906, 1.39917, 0.09689], [2.90768, 0.27505, 0.76540], [3.63308, -1.07313, 0.43756], [2.33075, -1.26493, 1.45729], [1.78390, -1.76132, -0.90805], [2.20761, -0.04956, -1.50337], [-4.67744, -0.05916, 0.80143], [-3.36854, 0.93576, 0.02464], [-4.93719, 0.31846, -0.71437], [0.41625, 1.67734, -1.04837], [0.58534, 1.41028, 0.59693]],
  "forces_ev_per_a": [[0.8, -2.2, 0.7], [2.4, 4.4, 0.9], [0.3, 0.4, -1.0], [1.3, 0.4, 0.5], [-0.9, -1.6, 0.3], [-3.2, 1.1, 0.9], [0.8, 1.3, -2.2], [0.6, -1.6, -0.9], [2.0, 2.5, -2.0], [-1.7, 0.5, 0.2], [-0.2, 2.6, 1.0], [-0.2, -0.5, -1.0], [-0.6, 0.8, -0.8], [-0.1, -3.5, -1.9], [-1.2, -1.9, 1.2], [-0.1, -0.6, 2.2], [-0.8, 0.4, 0.4], [1.0, -0.1, -0.6], [-0.7, -2.0, 1.7], [0.7, -0.6, 0.3]],
  "mulliken_charge": [-1.326, -0.576, -0.199, 0.567, -0.116, 0.488, -0.786, -0.542, 0.090, -0.707, 0.413, 0.398, 0.330, 0.347, 0.185, 0.259, 0.240, 0.288, 0.338, 0.308]
}

***

Entry 3:
{
  "formula": "C6H10N2O3S",
  "method": "wB97M-V/def2-TZVPD",
  "spin_multiplicity": 3,
  "homo_lumo_gap_ha": [0.2108, 0.2426],
  "e_tot_ev": -26335.0102,
  "s_squared": 2.013,
  "lumo_energy_ev": [0.6, -2.8],
  "symbols": ["C", "C", "C", "C", "C", "C", "N", "N", "O", "O", "O", "S", "H", "H", "H", "H", "H", "H", "H", "H", "H", "H"],
  "positions_angstrom": [[1.47103, 1.80415, -1.08898], [2.17647, 0.77548, -0.75327], [-0.28757, 1.23285, 0.63057], [-0.00372, 1.87749, -0.74177], [1.53931, -0.23065, 0.10788], [1.29865, -2.56923, 0.43182], [0.46415, 0.04190, 0.74916], [-3.24770, -1.05075, 0.78421], [-1.60226, 0.88325, 0.77568], [-2.16252, -0.21277, -1.35880], [2.06685, -1.42167, -0.01805], [-1.77799, -0.59170, -0.03396], [1.84923, 2.64931, -1.79282], [3.24933, 0.68940, -0.86118], [0.16665, 1.92724, 1.50648], [-0.50122, 2.87069, -0.56391], [-0.59323, 1.28703, -1.46247], [1.40596, -2.87728, 1.55366], [1.50623, -3.46708, -0.17755], [0.29418, -2.22190, 0.15441], [-3.17715, -0.76274, 1.71680], [-4.13467, -0.63303, 0.44208]],
  "forces_ev_per_a": [[-3.3, 6.9, -2.7], [1.8, -5.3, 3.8], [3.4, 1.1, -0.2], [-0.5, 0.7, 0.9], [4.9, 2.7, -5.1], [-0.8, 0.2, 0.6], [-3.4, -0.6, 3.8], [0.2, 0.1, -1.9], [-1.4, -0.5, 0.8], [-0.2, -0.3, -1.3], [1.0, -3.3, 1.0], [-2.4, 0.3, 1.6], [-0.5, -1.7, 1.5], [-0.1, -0.2, -0.5], [-1.5, -1.2, -1.6], [0.9, -0.4, -1.1], [0.1, 0.5, 0.0], [-0.1, 1.1, -2.0], [0.4, 0.7, 0.1], [-0.1, -1.0, 0.8], [0.3, 0.3, 1.9], [1.1, -0.2, -0.4]],
  "mulliken_spin": [0.465, 0.047, 0.034, -0.035, 0.432, -0.005, 0.634, 0.026, 0.021, 0.033, 0.107, 0.071, 0.039, 0.008, 0.059, -0.002, 0.057, 0.008, 0.002, -0.002, -0.001, 0.004]
}

***

Entry 4:
{
  "formula": "C6H10N2OS",
  "method": "wB97M-V/def2-TZVPD",
  "homo_lumo_gap_ha": 0.3107,
  "e_tot_ev": -22244.3743,
  "smiles": "CC1=CN2SNC[C@@H]2CO1",
  "lumo_energy_ev": 0.9,
  "symbols": ["C", "C", "C", "N", "S", "N", "C", "C", "C", "O", "H", "H", "H", "H", "H", "H", "H", "H", "H", "H"],
  "positions_angstrom": [[-2.74117, -1.46929, 0.01310], [-1.35907, -0.78219, 0.03837], [-0.26121, -1.40969, -0.43961], [1.00280, -0.76446, -0.48010], [2.39105, -1.28838, 0.48228], [3.30243, -0.04664, -0.17263], [2.45585, 1.18143, -0.18414], [0.95543, 0.72519, -0.29436], [-0.17081, 1.12962, 0.73201], [-1.42582, 0.52295, 0.44295], [-3.49885, -0.63433, 0.27119], [-2.68779, -2.17298, 0.88570], [-2.85899, -2.06818, -0.96314], [-0.32603, -2.37149, -0.74688], [3.47926, -0.23719, -1.15436], [2.81995, 1.83707, -0.99774], [2.70840, 1.64665, 0.76067], [0.70545, 1.13395, -1.30117], [0.34570, 0.76505, 1.77009], [-0.23552, 2.29272, 0.80271]],
  "forces_ev_per_a": [[0.6, 0.6, 0.6], [-0.5, -0.9, -1.2], [0.2, 3.8, 2.2], [0.1, 0.9, 0.0], [-0.6, 0.1, -0.1], [0.0, 0.4, -0.8], [0.2, -0.6, 1.3], [-0.7, -0.1, -2.1], [3.2, 0.6, 1.9], [1.0, 0.3, 0.4], [0.9, -1.7, -0.9], [-0.6, 0.4, -0.8], [-0.3, 1.2, 1.6], [0.0, -2.8, -0.9], [0.2, -0.5, 0.1], [-0.5, -0.4, 0.3], [-0.4, 0.5, 0.3], [-0.6, -0.4, 0.6], [-1.8, 0.6, -2.0], [-0.4, -2.2, -0.2]],
  "mulliken_charge": [-1.104, 0.760, -0.692, -0.197, -0.031, -0.421, -0.600, 0.268, -0.574, -0.312, 0.286, 0.262, 0.300, 0.465, 0.327, 0.330, 0.244, 0.165, 0.281, 0.242]
}

***

Entry 5:
{
  "formula": "C6H10N2OS",
  "method": "wB97M-V/def2-TZVPD",
  "spin_multiplicity": 3,
  "homo_lumo_gap_ha": [0.2586, 0.2408],
  "e_tot_ev": -22240.5516,
  "s_squared": 2.017,
  "lumo_energy_ev": [0.5, -2.3],
  "symbols": ["C", "C", "C", "C", "C", "C", "N", "N", "O", "S", "H", "H", "H", "H", "H", "H", "H", "H", "H", "H"],
  "positions_angstrom": [[-0.50638, -1.05280, -0.31010], [0.31520, -1.96226, -0.50510], [-1.62886, -0.59159, 0.23121], [1.75924, 0.92238, -0.65371], [-2.05271, 0.85043, 0.05058], [-2.62382, -1.39532, 1.02022], [2.69694, 1.21656, -1.40836], [3.84328, 1.68062, -0.89902], [1.13630, -2.63704, -0.95421], [1.78300, 0.92158, 1.13891], [0.74284, 0.61771, -1.08814], [-1.22433, 1.41817, 0.45706], [-2.12127, 1.04565, -0.97571], [-2.97470, 0.98328, 0.52125], [-2.19369, -2.42430, 1.33596], [-2.92685, -0.97672, 1.97258], [-3.39220, -1.51641, 0.19816], [4.03509, 1.22006, 0.00293], [4.46260, 1.54944, -1.65616], [0.87035, 0.13056, 1.52166]],
  "forces_ev_per_a": [[-2.2, 0.6, 1.0], [1.3, -0.4, -0.9], [-1.5, 1.9, 1.3], [-3.7, -1.5, 0.5], [2.1, -1.4, 0.3], [1.1, -2.8, -1.1], [-1.1, 0.4, -1.0], [0.1, -0.1, 1.0], [2.1, -2.2, -0.7], [2.7, 2.3, -0.2], [1.7, 0.5, 0.4], [-0.3, 0.9, 0.2], [-0.3, 0.7, -1.6], [-1.3, 0.6, 0.8], [-0.8, 1.4, -0.9], [-0.4, 0.6, -0.3], [-0.1, -0.3, 1.7], [0.7, 0.3, -0.5], [1.7, -0.1, 0.0], [-1.8, -1.6, -0.1]],
  "mulliken_spin": [0.563, 0.215, 0.580, 0.038, 0.053, 0.061, 0.000, 0.002, 0.398, 0.006, -0.023, 0.024, 0.021, 0.000, 0.003, 0.018, 0.037, 0.000, 0.000, 0.004]
}

***

Entry 6:
{
  "formula": "C6H10N2S",
  "method": "wB97M-V/def2-TZVPD",
  "homo_lumo_gap_ha": [0.3331, 0.1899],
  "e_tot_ev": -20194.2955,
  "lumo_energy_ev": [0.4, -1.6],
  "symbols": ["C", "C", "C", "C", "C", "C", "N", "N", "S", "H", "H", "H", "H", "H", "H", "H", "H", "H", "H"],
  "positions_angstrom": [[-0.57429, 0.65521, 0.46740], [2.42970, -0.41721, -0.19977], [-1.04253, 1.69425, 1.18653], [0.45307, -0.19805, 1.28693], [-1.63703, 0.94351, -1.66066], [0.90841, -2.14976, -0.20811], [-0.77141, 0.17010, -0.76250], [1.41365, -0.90992, 0.41735], [3.45787, 0.74875, -0.13985], [-1.67941, 2.35595, 0.70522], [-0.93581, 1.66238, 2.23978], [1.15945, 0.32086, 1.86102], [0.04365, -0.93526, 1.82775], [-1.74263, 0.23957, -2.45395], [-2.72207, 1.22479, -1.11733], [-1.25486, 1.83586, -2.09780], [1.59431, -3.08306, -0.00652], [-0.13539, -2.16068, -0.02305], [1.03531, -1.99728, -1.32243]],
  "forces_ev_per_a": [[2.5, -2.7, 0.1], [0.2, -0.5, 0.3], [-0.6, -0.2, -0.5], [1.9, 1.3, -3.5], [-2.6, -0.9, 2.2], [2.4, -0.7, -1.9], [-0.2, 2.2, 0.8], [-1.3, -1.5, -1.0], [1.0, 1.6, 0.0], [-1.2, 1.5, -0.4], [0.3, 0.5, 0.7], [0.2, 1.6, 1.3], [-1.9, -2.4, 2.3], [-0.9, -0.1, -0.9], [2.7, -0.8, -1.6], [0.8, 0.9, 0.1], [-1.7, 1.7, 0.3], [-0.8, -0.9, 0.3], [-0.4, -0.3, 1.2]],
  "mulliken_charge": [1.124, 0.197, -1.119, -1.340, -0.946, -0.973, -0.214, 0.061, -0.371, 0.378, 0.333, 0.505, 0.430, 0.335, 0.263, 0.321, 0.287, 0.404, 0.324]
}